DFT (ωB97M-V/def2-TZVPD) results for 4 unconnected molecules or ions with the total composition C18H33ClN6 in a non-equilibrium geometry.

Results
HOMO energy (alpha / beta) (Ha): -0.206 / -0.351
Energy (a.u.): -1494.024201
Expectation value of S²: 0.76
Relative energy (zero: lowest compared OMol25 entry of this formula, charge and spin) (eV): 0.171
Frontier orbital gap (alpha / beta) (hartree): 0.118 / 0.262
LUMO level (alpha / beta) (hartree): -0.08866 / -0.08869

Geometry as ORCA input:
```
! wB97M-V def2-TZVPD RIJCOSX def2/J DEFGRID3
* xyz 1 2
H -12.02938 -15.43848 -2.67005
C -8.80387 -10.47036 -10.61807
H -17.78618 -20.82241 -5.48249
H -13.57538 -17.16743 -7.21759
H -14.58499 -11.70063 -6.03796
H -12.32398 -15.43244 -5.90433
H -10.19346 -12.00319 -12.94812
H -12.64912 -13.08339 -0.69331
C -13.52989 -13.00471 -3.95196
C -10.00542 -14.91924 -11.47061
H -13.14593 -15.46872 -1.29370
N -13.53277 -13.03257 -2.60391
C -10.14525 -12.83182 -12.25715
H -14.70403 -15.94026 -6.53158
H -9.38164 -9.92936 -11.36747
H -9.91925 -15.99136 -11.56839
H -8.57758 -9.83959 -9.75840
C -9.59214 -11.70568 -10.01012
C -10.11828 -14.75883 -14.03007
N -14.77580 -12.86490 -4.42527
H -12.62203 -13.11141 -4.52712
H -10.57420 -11.44481 -9.61565
C -12.45548 -13.50757 -1.67854
H -9.02512 -12.05858 -9.14871
H -17.93757 -20.16638 -7.21156
N -10.16199 -14.18943 -12.67305
C -14.38824 -18.95608 -5.20233
H -11.33255 -15.19645 -1.10307
N -16.45308 -19.36791 -5.99121
H -11.14167 -14.90382 -14.37612
C -15.38240 -19.95538 -5.37452
C -17.72623 -19.97088 -6.16027
H -18.43193 -19.21853 -5.80803
H -9.56552 -14.07787 -14.67726
H -13.42813 -15.56667 -4.49780
C -12.23543 -15.01620 -1.68652
C -16.11028 -18.07174 -6.30526
H -15.04856 -12.71867 -1.11719
C -14.87513 -12.89974 -2.16768
C -13.01667 -16.08004 -5.36685
H -14.86384 -13.47400 -6.47510
H -13.43167 -18.99657 -4.70259
Cl -11.15249 -13.13621 -6.99449
C -15.55215 -12.78121 -3.33530
H -7.84514 -10.72008 -11.07258
H -9.85740 -14.18163 -9.32331
H -16.73937 -17.38933 -6.85749
H -16.61254 -12.57689 -3.35070
H -15.40577 -21.00206 -5.10934
H -9.57456 -15.70337 -14.04736
N -9.79963 -12.75327 -10.90902
C -15.05441 -12.65148 -5.78571
N -14.85936 -17.79235 -5.77857
H -11.50168 -13.16636 -2.08101
H -12.42732 -16.81513 -4.81875
C -9.97947 -14.04062 -10.38710
C -14.00358 -16.74508 -6.30855
H -16.09058 -12.34283 -5.92423
*
```

natural (NBO) atomic charge list, values in e, 6 entries: atom 1 (H): 0.2290, atom 2 (C): -0.6232, atom 3 (H): 0.2135, atom 4 (H): 0.1863, atom 5 (H): 0.2424, atom 6 (H): 0.2702



DFT (ωB97M-V/def2-TZVPD) results for 2 unconnected molecules or ions with the total composition C4H10O in a non-equilibrium geometry.

Results
HOMO energy (Ha): -0.377
Energy (a.u.): -233.599244
SMILES: C=O.CCC
Relative energy (zero: lowest compared OMol25 entry of this formula, charge and spin) (eV): 1.244
Frontier orbital gap (hartree): 0.408
LUMO level (hartree): 0.03157

Geometry as ORCA input:
```
! wB97M-V def2-TZVPD RIJCOSX def2/J DEFGRID3
* xyz 0 1
H -1.05719 0.09838 -0.72638
H -2.63317 0.47472 -0.01921
H -0.17791 -2.35808 -0.18753
H -2.36926 -1.06388 -0.86395
H 2.13299 0.77851 0.17951
H 0.82189 -1.29483 0.81144
O 1.98096 1.84581 -1.46439
H -1.14655 -0.19576 1.74617
H -2.13479 -1.68908 1.46229
C -1.91661 -0.32323 -0.20268
H 1.04251 2.31672 0.25517
C 1.70001 1.65160 -0.32032
H -0.03270 -2.65474 1.46547
C -1.39041 -1.00826 1.05606
C -0.12934 -1.81810 0.76604
*
```

natural (NBO) atomic charge list, values in e, 6 entries: atom 1 (H): 0.1969, atom 2 (H): 0.2077, atom 3 (H): 0.2045, atom 4 (H): 0.2022, atom 5 (H): 0.1053, atom 6 (H): 0.1993



Among the records above, which one has the highest relative energy (zero: lowest compared OMol25 entry of this formula, charge and spin)?
C4H10O



Number 1 is which compound?
C18H33ClN6



Which formula does entry 1 have?
C18H33ClN6